Here is a 5-piece molecular cluster, C2H13O5 overall from OMol25. Energies are from ωB97M-V/def2-TZVPD.

Positions of all 20 atoms, in Å:
C1 -4.647 -2.581 -0.495
O1 -5.431 -1.688 0.299
C2 -5.043 -4.043 -0.156
H1 -3.637 -2.269 -0.184
H2 -4.701 -2.398 -1.534
H3 -5.966 -4.066 0.381
H4 -4.192 -4.408 0.443
H5 -5.171 -4.728 -1.024
H6 3.584 2.266 -0.873
H7 4.503 0.776 -0.042
O2 3.175 1.677 -0.221
H8 3.654 2.653 0.752
H9 4.168 2.235 2.161
O3 4.130 3.037 1.635
H10 0.488 2.360 -0.147
H11 5.692 0.518 -0.871
O4 5.401 0.251 0.010
H12 -6.357 -1.943 0.265
H13 1.717 2.231 -0.973
O5 0.772 2.548 -1.058

Values from the calculation:
relative energy (zero: lowest compared OMol25 entry of this formula, charge and spin) = 1.229 eV
frontier orbital gap = 0.274 hartree
lowest unoccupied orbital energy = 2.45 eV
DFT total energy = -12522.89924 eV
net charge = -1